This record from the OMol25 dataset describes a 2-piece molecular cluster, C7H9F13NOP2Si overall. The level of theory is the ωB97M-V functional and the def2-TZVPD basis.

As for the HOMO energy: -7.713 eV. The value obtained for the gap between HOMO and LUMO is 0.339 Ha. As for the total charge: -1. The value obtained for the largest force on an atom is 3.1 eV/Å.

```
34
Properties=species:S:1:pos:R:3:forces:R:3:mulliken_charge:R:1
C 4.125393 0.545366 2.214911 -0.415 -0.151 -0.441 -1.178
Si 2.794172 0.561929 0.876937 0.947 -0.235 -0.758 0.620
C 2.476070 -1.223596 0.355578 -0.280 0.895 0.333 -1.025
C 3.485483 1.525172 -0.573118 -0.003 -0.122 0.205 -1.229
P 0.955866 1.474052 1.825538 -0.299 -0.286 1.413 -0.100
O 1.075809 3.178481 1.626140 -0.045 -0.436 -0.471 -0.406
C 1.218643 3.607690 0.419088 0.032 1.315 -2.788 0.606
N 1.307971 4.015764 -0.680133 -0.061 -0.848 2.524 -0.482
C -0.500508 0.951054 0.710126 -0.052 0.026 0.769 0.710
F -1.129537 2.033839 0.251738 -0.207 0.519 -0.162 -0.290
F -0.082324 0.238601 -0.344088 0.286 -0.309 -0.612 -0.307
C -1.567315 0.073952 1.512410 0.274 0.430 -0.820 0.644
F -2.673170 0.796511 1.672807 -0.386 0.292 0.056 -0.282
F -1.118486 -0.243245 2.731448 0.479 -0.270 0.410 -0.296
C -1.956562 -1.223068 0.783249 -0.743 -0.403 0.406 0.610
F -2.825554 -1.871530 1.593023 0.215 0.111 -0.376 -0.265
F -2.530527 -0.967335 -0.366783 0.263 -0.026 0.310 -0.247
F -0.893545 -2.019568 0.625990 0.071 -0.051 -0.049 -0.226
H 4.691767 1.465666 2.253011 0.028 0.312 0.183 0.316
H 4.811607 -0.245120 1.922279 0.194 -0.131 -0.062 0.321
H 3.734943 0.279026 3.186389 -0.069 0.070 0.370 0.358
H 2.375719 -1.237755 -0.718573 -0.196 -0.094 -0.367 0.313
H 1.572989 -1.614319 0.802706 -0.170 -0.345 0.035 0.242
H 3.324731 -1.826571 0.632995 0.289 -0.285 0.185 0.424
H 3.755874 2.536497 -0.302271 0.037 0.312 0.100 0.404
H 2.825393 1.583988 -1.426523 -0.292 -0.020 -0.172 0.386
H 4.399290 1.029254 -0.895274 0.165 -0.182 -0.009 0.341
F -4.368206 -3.485984 -3.246920 0.152 0.128 -0.736 -0.349
P -4.806228 -1.915547 -2.956830 -0.220 -0.120 -0.076 1.051
F -3.197998 -1.840106 -2.604444 -0.051 -0.158 0.593 -0.327
F -4.948220 -0.703098 -1.837325 -0.498 0.248 -0.382 -0.317
F -5.956281 -2.198165 -4.108051 -0.443 0.475 0.281 -0.331
F -4.464340 -0.682025 -4.000988 0.439 -0.429 -0.384 -0.351
F -5.912922 -2.599808 -1.935033 0.559 -0.232 0.491 -0.340
```
Positions in Å, forces in eV/Å.

=====

This record from the OMol25 dataset describes one molecule with the formula C7H9IO2. The level of theory is the ωB97M-V functional and the def2-TZVPD basis.

As for the HOMO energy (alpha / beta): -8.382 / -8.839 eV. The energy above the lowest of the compared OMol25 structures with the same formula, charge and spin is 47.0 kcal/mol. The value obtained for the gap between HOMO and LUMO (alpha / beta) is 0.271 / 0.300 Ha. The value obtained for the largest force on an atom is 7.2 eV/Å.

```
19
Properties=species:S:1:pos:R:3:forces:R:3:mulliken_charge:R:1
C 0.090553 3.068470 -0.444127 -1.758 -0.501 1.263 -1.368
C 0.370846 1.703243 0.039840 -5.159 -4.432 -1.514 0.754
C -0.755539 0.287079 -0.283186 3.668 6.187 0.735 -0.909
I -2.760443 0.610346 -0.358629 0.177 -0.378 -0.035 0.204
C 0.130137 -0.836647 0.036043 -0.678 -1.702 1.786 1.839
C -0.201286 -1.262047 1.519678 1.589 -2.431 -1.195 -1.606
C 0.056542 -2.061781 -0.868299 0.121 0.830 -1.711 -1.514
O 1.424924 -0.338419 0.058084 2.406 1.086 0.599 -0.335
C 1.566512 1.017702 0.326336 2.212 1.099 0.244 0.173
O 2.611489 1.594045 0.702237 -2.134 -2.231 -0.896 -0.617
H 0.827078 3.804667 -0.251416 0.681 0.582 0.719 0.386
H -0.958808 3.422783 -0.265031 0.959 -0.247 0.585 0.306
H 0.053755 2.968723 -1.472693 0.197 -0.163 -2.528 0.369
H -1.188893 -1.505729 1.685323 -2.769 0.133 -0.225 0.465
H 0.013716 -0.417772 2.111276 0.800 0.501 1.257 0.464
H 0.183615 -2.325818 1.790773 0.635 2.188 -0.281 0.311
H -0.727155 -2.651815 -0.440571 -0.883 -0.444 -0.469 0.395
H 0.930204 -2.736780 -0.908218 -0.036 0.841 0.396 0.346
H -0.134490 -1.685344 -1.928019 -0.027 -0.916 1.269 0.338
```
Positions in Å, forces in eV/Å.

=====

Per-record calculated total energy, Eh: -2672.82874; -720.15170